Entry 1:
15
Properties=species:S:1:pos:R:3:forces:R:3 method="wB97M-V/def2-TZVPD" de_lowest_kj_mol=914.3 homo_ha=-0.247
C 0.319641 -0.903290 0.704444 -2.268 2.792 0.732
O 3.177593 0.272518 0.263278 0.466 -0.702 -0.078
C 0.162764 -0.342758 -0.826547 -0.983 0.003 1.920
C -0.992862 -0.397690 0.159143 2.117 0.317 -0.484
C -1.743220 0.897340 0.397563 -0.003 0.104 1.922
H 2.620327 -0.517641 0.226967 -0.356 0.320 0.090
H 0.144750 -1.277413 1.742079 0.773 -1.361 -1.340
H 4.059085 -0.129425 0.234323 -0.061 0.461 0.018
H 0.637139 0.633465 -0.887837 0.168 -0.622 -0.208
H 0.323127 -1.141262 -1.514630 0.308 -0.074 -0.781
H -1.364728 0.597273 -1.995339 0.097 -0.604 -0.455
H -1.584740 -1.297075 0.113554 -0.810 -0.371 -0.106
H -2.044303 1.270038 -0.600241 0.208 -0.134 0.036
H -2.651515 0.722298 1.051783 0.996 0.259 -0.707
H -1.063062 1.613619 0.931459 -0.651 -0.389 -0.559

***

Entry 2:
15
Properties=species:S:1:pos:R:3:forces:R:3 method="wB97M-V/def2-TZVPD" de_lowest_kj_mol=118.7 smiles="C=C(C)C.O" homo_ha=-0.331
C 1.067514 0.308905 0.627847 0.355 -0.373 -0.580
C 0.205370 -0.127107 -0.295898 0.792 -0.208 -0.219
C -0.309385 -1.544435 -0.275644 0.016 -0.128 -0.036
C -0.085682 0.693982 -1.526811 0.013 0.029 -0.104
H 1.488116 1.310491 0.608415 -0.076 -0.191 -0.120
H 1.352681 -0.299578 1.484853 -0.067 0.016 -0.224
H -1.348328 -1.644640 -0.612408 0.162 0.174 0.049
H -0.231332 -1.998203 0.719036 0.055 0.099 -0.185
H 0.308429 -2.130494 -0.965396 -0.156 -0.110 0.050
H 0.551712 0.311900 -2.332828 -0.142 0.126 -0.071
H -1.123230 0.623012 -1.875371 0.141 -0.071 0.183
H 0.152041 1.752496 -1.376730 0.007 -0.206 -0.007
O -0.680911 1.312333 1.990868 -1.005 0.155 0.423
H -0.775589 0.797650 1.163024 0.018 0.554 0.850
H -0.571407 0.633687 2.667044 -0.115 0.133 -0.009

***

Entry 3:
15
Properties=species:S:1:pos:R:3:forces:R:3 method="wB97M-V/def2-TZVPD" de_lowest_kj_mol=154.2 smiles="C=C.CCO" homo_ha=-0.375
C -2.647779 -0.369108 0.271681 -0.492 -0.085 -0.429
C -3.016327 -0.389248 1.535167 -0.056 0.006 0.708
H -2.884330 -1.150353 -0.441168 -0.026 -0.117 0.165
H -2.202983 0.511469 -0.149380 0.460 0.231 -0.064
H -3.577929 -1.180366 2.019619 0.134 -0.219 -0.300
H -2.761188 0.421138 2.205449 -0.006 0.184 -0.092
C 1.204371 1.054714 -1.330777 0.256 0.132 -0.132
C 1.640048 -0.282321 -0.741148 -0.619 0.996 1.188
O 2.311376 -0.116543 0.510413 0.550 -0.062 -0.040
H 1.925924 1.834390 -1.076893 0.188 -0.123 -0.245
H 1.153014 0.930204 -2.409465 -0.101 0.310 -0.196
H 0.249474 1.442700 -0.975516 -0.077 -0.361 0.121
H 2.263232 -0.812768 -1.430387 0.291 -0.490 -0.476
H 0.754834 -0.848502 -0.476726 -0.085 -0.436 -0.285
H 3.259796 -0.010047 0.343560 -0.418 0.034 0.077

***

Entry 4:
15
Properties=species:S:1:pos:R:3:forces:R:3 method="wB97M-V/def2-TZVPD" de_lowest_kj_mol=53.7 smiles=COC(C)C homo_ha=-0.358
C -1.991015 0.573290 -0.096228 -0.290 -0.014 0.106
O -0.662929 0.788171 -0.498094 -0.002 -0.026 0.027
C 0.225285 -0.274993 -0.183151 0.195 -0.128 0.043
C 1.399104 -0.126523 -1.137900 0.028 -0.002 -0.003
C 0.682603 -0.211902 1.274587 -0.033 0.012 0.042
H -2.537449 1.498419 -0.302568 0.048 -0.192 0.053
H -2.076310 0.346545 0.978493 0.028 0.074 -0.193
H -2.460636 -0.250880 -0.660832 0.139 0.149 0.101
H -0.284706 -1.239756 -0.357426 0.072 0.181 -0.044
H 1.887274 0.837284 -0.955746 -0.041 -0.130 -0.049
H 1.049376 -0.143607 -2.173871 0.062 -0.018 0.134
H 2.136471 -0.923135 -0.994221 -0.128 0.100 -0.006
H 1.445967 -0.975604 1.465812 -0.149 0.114 -0.029
H -0.142181 -0.380547 1.976580 0.132 0.043 -0.138
H 1.117715 0.773374 1.480383 -0.062 -0.164 -0.043

***

Entry 5:
15
Properties=species:S:1:pos:R:3:forces:R:3 method="wB97M-V/def2-TZVPD" de_lowest_kj_mol=21.5 smiles=CC[C@@H](C)O homo_ha=-0.374
C 1.921973 0.178380 -0.033193 0.028 0.127 0.031
C 0.589616 -0.573489 -0.117184 -0.070 0.030 0.045
C -0.643494 0.344546 -0.162641 0.032 -0.344 -0.278
C -1.921353 -0.472211 -0.064170 -0.023 -0.021 -0.019
O -0.663328 1.261079 0.919109 0.206 0.155 0.085
H 1.829934 1.108208 0.546133 0.133 -0.209 -0.100
H 2.303957 0.453290 -1.021199 -0.073 -0.023 0.121
H 2.688591 -0.408317 0.480031 -0.082 0.004 -0.169
H 0.571714 -1.204196 -1.015674 0.019 0.065 0.171
H 0.481080 -1.246093 0.743525 -0.001 0.155 -0.073
H -0.635391 0.898297 -1.119008 0.003 -0.051 0.171
H -1.972081 -1.203098 -0.878121 -0.007 0.102 0.106
H -1.936616 -1.009236 0.890885 0.003 0.066 -0.139
H -2.808587 0.166001 -0.109173 0.157 -0.045 -0.018
H 0.193981 1.706832 0.940674 -0.323 -0.011 0.065

***

Entry 6:
15
Properties=species:S:1:pos:R:3:forces:R:3 method="wB97M-V/def2-TZVPD" de_lowest_kj_mol=67.9 smiles=CCOCC homo_ha=-0.352
C 2.262949 0.601465 0.281806 -0.140 -0.008 -0.163
C 1.196176 -0.438542 -0.054450 -0.152 0.121 0.168
O 0.063737 0.224021 -0.598223 -0.234 0.482 0.314
C -1.176663 -0.463919 -0.571439 -0.206 -0.173 0.071
C -2.242194 0.274067 0.247080 -0.011 0.022 0.016
H 3.141612 0.140431 0.749245 -0.170 -0.029 -0.226
H 1.892614 1.367054 0.974551 -0.105 -0.232 -0.175
H 2.561099 1.097254 -0.646375 0.102 0.024 0.187
H 1.556392 -1.117400 -0.834767 0.242 -0.254 0.292
H 0.926377 -1.008635 0.855409 -0.002 0.100 -0.369
H -1.036431 -1.475158 -0.162459 -0.021 0.124 -0.067
H -1.540116 -0.579441 -1.605036 0.176 0.033 0.196
H -3.206665 -0.243202 0.169314 0.203 -0.046 -0.031
H -2.410307 1.293494 -0.116552 0.220 -0.152 -0.012
H -1.988573 0.328516 1.311896 0.099 -0.011 -0.202

***

Entry 7:
15
Properties=species:S:1:pos:R:3:forces:R:3 method="wB97M-V/def2-TZVPD" de_lowest_kj_mol=226.1 smiles="[H][H].CC=O.C=C" homo_ha=-0.366
H -3.098116 -1.004014 0.397674 0.011 -0.017 -0.040
H -2.490317 -1.255838 0.044901 -0.102 0.016 0.055
C 1.283748 -0.048269 -1.723176 0.049 -0.060 0.053
C -0.112094 -0.441482 -1.325670 -0.018 -0.327 0.056
O -0.417479 -1.544045 -0.932778 0.174 0.479 -0.215
H 1.555335 0.902865 -1.252592 -0.067 -0.126 -0.068
H 1.988558 -0.831091 -1.434325 -0.082 0.112 -0.060
H 1.325920 0.097191 -2.809768 -0.053 -0.004 0.142
H -0.881137 0.353815 -1.423040 0.041 -0.114 0.019
C -0.464017 0.893278 1.814017 0.140 -0.070 0.006
C 0.747828 0.366964 1.670515 -0.140 0.072 0.033
H -0.609527 1.946743 2.041817 0.059 -0.145 -0.030
H -1.360480 0.285392 1.716241 0.163 0.087 -0.006
H 1.649554 0.966812 1.772460 -0.143 -0.061 0.011
H 0.882227 -0.688321 1.443726 -0.031 0.159 0.045

***

Entry 8:
15
Properties=species:S:1:pos:R:3:forces:R:3 method="wB97M-V/def2-TZVPD" de_lowest_kj_mol=106.3 smiles="C=CCC.O" homo_ha=-0.352
C -1.325945 -1.462619 -0.694067 0.164 -0.671 0.081
C -0.707243 -0.346633 -1.046288 -0.454 -0.022 -0.489
C 0.415913 0.338417 -0.353483 0.488 -0.403 1.018
C 0.688884 1.752658 -0.842072 -0.528 0.010 0.666
H -2.140041 -1.910263 -1.245969 -0.068 0.332 -0.349
H -1.017222 -2.109481 0.121451 0.151 0.424 0.324
H -1.026389 0.163523 -1.952050 -0.230 -0.037 0.000
H 0.213836 0.378515 0.726167 -0.311 0.171 -0.138
H 1.312147 -0.299325 -0.344636 0.061 0.213 -0.567
H -0.174678 2.386810 -0.632339 -0.140 -0.057 0.086
H 1.497799 2.164504 -0.242753 0.317 0.181 -0.464
H 0.822283 1.829548 -1.913068 0.547 -0.112 -0.188
O 0.346740 -1.325483 2.943674 -0.222 1.023 0.265
H 0.099594 -0.417271 3.215053 0.005 -0.819 -0.018
H 0.994321 -1.142900 2.260381 0.221 -0.235 -0.226

***

Entry 9:
15
Properties=species:S:1:pos:R:3:forces:R:3 method="wB97M-V/def2-TZVPD" de_lowest_kj_mol=164.1 smiles="C=CC.CO" homo_ha=-0.351
C -0.098315 0.507482 1.559853 -0.775 0.149 0.856
C -1.096241 1.151897 0.971029 -0.087 0.157 -0.046
C -2.079604 0.686480 -0.068374 1.303 -0.131 -0.077
H 0.442549 1.036910 2.331140 0.368 0.055 -0.153
H 0.050722 -0.555188 1.549441 0.124 -0.360 -0.448
H -1.182811 2.203042 1.206962 0.002 0.253 0.018
H -2.983624 1.284918 -0.039810 -0.220 -0.288 -0.012
H -2.226956 -0.393009 -0.047340 -0.393 0.074 0.191
H -1.561415 0.873886 -1.014614 -0.423 0.150 -0.263
C 0.890547 -1.004090 -1.299840 -0.212 -0.742 0.666
O 2.137321 -1.055081 -0.616639 -0.060 0.201 -0.114
H 0.253620 -1.761803 -0.843664 0.088 -0.422 -0.196
H 1.027838 -1.233236 -2.352600 -0.278 0.184 -0.169
H 0.312265 -0.108829 -1.099632 0.463 0.632 -0.374
H 2.818490 -0.824005 -1.251296 0.099 0.088 0.121

***

Entry 10:
15
Properties=species:S:1:pos:R:3:forces:R:3 method="wB97M-V/def2-TZVPD" de_lowest_kj_mol=490.4 homo_ha=-0.254
C 1.964582 -0.130041 0.160455 0.058 -0.047 0.075
C 0.856424 -0.046010 -0.855790 0.166 0.237 -0.128
C -0.303322 0.716863 -0.590533 0.209 -0.105 -0.348
C -1.667392 -0.715671 0.493769 -0.114 -0.131 0.151
O -0.295658 1.641172 0.377948 -0.211 -0.033 0.043
H 1.550484 -0.286652 1.164588 0.061 0.027 -0.101
H 2.588634 0.772541 0.209749 -0.142 -0.132 -0.039
H 2.621777 -0.976917 -0.059972 -0.099 0.121 0.029
H 1.037915 -0.309450 -1.894467 -0.102 0.041 0.182
H -0.256134 -0.649034 -0.321778 -0.185 -0.115 0.062
H -1.035499 0.813248 -1.390733 0.097 -0.046 0.206
H -1.872517 -1.724064 0.105257 0.073 0.133 -0.007
H -1.373911 -0.788996 1.548453 -0.031 0.023 -0.120
H -2.603110 -0.147271 0.424600 0.077 -0.017 -0.008
H -1.212277 1.830289 0.628461 0.143 0.045 0.003

***

Repeat the sixth record exactly.
15
Properties=species:S:1:pos:R:3:forces:R:3 method="wB97M-V/def2-TZVPD" de_lowest_kj_mol=67.9 smiles=CCOCC homo_ha=-0.352
C 2.262949 0.601465 0.281806 -0.140 -0.008 -0.163
C 1.196176 -0.438542 -0.054450 -0.152 0.121 0.168
O 0.063737 0.224021 -0.598223 -0.234 0.482 0.314
C -1.176663 -0.463919 -0.571439 -0.206 -0.173 0.071
C -2.242194 0.274067 0.247080 -0.011 0.022 0.016
H 3.141612 0.140431 0.749245 -0.170 -0.029 -0.226
H 1.892614 1.367054 0.974551 -0.105 -0.232 -0.175
H 2.561099 1.097254 -0.646375 0.102 0.024 0.187
H 1.556392 -1.117400 -0.834767 0.242 -0.254 0.292
H 0.926377 -1.008635 0.855409 -0.002 0.100 -0.369
H -1.036431 -1.475158 -0.162459 -0.021 0.124 -0.067
H -1.540116 -0.579441 -1.605036 0.176 0.033 0.196
H -3.206665 -0.243202 0.169314 0.203 -0.046 -0.031
H -2.410307 1.293494 -0.116552 0.220 -0.152 -0.012
H -1.988573 0.328516 1.311896 0.099 -0.011 -0.202